[1]
C24H28N2O10S in the gas phase at a distorted geometry, computed with ωB97M-V/def2-TZVPD.

```
65
Properties=species:S:1:pos:R:3:forces:R:3
C -1.664 -4.786 0.442 -0.2 0.0 0.0
O -0.303 -4.447 0.332 0.3 0.2 0.0
C 0.077 -3.181 0.651 0.1 0.0 -0.1
C -0.785 -2.188 1.071 0.0 0.0 0.0
C -0.292 -0.914 1.360 0.7 -0.2 0.0
C -1.146 0.275 1.585 -0.2 -0.1 0.1
O -0.715 1.322 2.043 0.1 0.1 -0.1
N -2.441 0.143 1.178 -0.3 -0.2 0.3
C -3.177 1.308 0.760 0.1 0.2 0.2
C -4.682 1.039 0.659 0.2 0.0 -0.1
C -5.077 0.147 -0.511 -0.1 -0.4 0.0
S -4.625 -1.613 -0.269 -0.2 0.1 -0.1
C -5.194 -2.252 -1.867 0.2 0.3 0.4
C -2.624 1.845 -0.572 -0.3 0.2 0.2
O -3.016 2.841 -1.118 -0.1 0.0 0.0
O -1.670 1.036 -1.031 0.1 -0.3 -0.1
C -0.795 1.492 -2.064 0.2 0.4 -0.3
C 0.581 1.611 -1.465 -0.2 0.2 0.2
C 1.607 0.745 -1.777 0.3 0.0 0.0
C 2.847 0.884 -1.159 -0.9 0.8 0.3
N 3.912 -0.018 -1.489 0.3 -0.2 -0.3
O 5.015 0.221 -1.044 0.3 0.0 0.1
O 3.653 -0.958 -2.213 0.0 -0.2 -0.2
C 3.065 1.879 -0.215 -0.1 -0.2 -0.2
C 2.034 2.723 0.144 -0.4 0.2 -0.1
C 0.785 2.591 -0.477 0.5 -0.4 -0.2
O -0.247 3.398 -0.177 0.0 -0.1 -0.4
C -0.074 4.205 0.974 -0.5 0.2 0.7
O 1.180 4.787 1.035 0.1 0.1 -0.2
C 2.189 3.805 1.179 0.2 -0.1 0.2
C 1.071 -0.687 1.291 -0.2 0.0 0.1
C 1.956 -1.672 0.868 0.1 -0.2 0.0
O 3.302 -1.390 0.730 -0.5 -0.2 -0.1
C 3.954 -0.791 1.829 0.1 0.0 0.2
C 1.466 -2.929 0.498 0.0 0.0 -0.1
O 2.161 -3.974 0.003 -0.4 0.1 0.3
C 3.494 -3.823 -0.443 0.5 0.0 -0.3
H -1.730 -5.826 0.127 0.0 0.1 0.0
H -2.291 -4.168 -0.210 0.0 0.0 0.0
H -2.021 -4.698 1.473 0.0 0.0 0.0
H -1.835 -2.405 1.186 -0.1 -0.1 -0.1
H -2.673 -0.697 0.666 0.2 0.1 -0.1
H -2.998 2.099 1.500 -0.1 -0.1 -0.2
H -5.182 2.000 0.526 0.0 -0.1 0.0
H -5.023 0.592 1.594 0.0 0.1 0.0
H -4.600 0.483 -1.434 -0.1 0.1 -0.1
H -6.160 0.168 -0.640 0.1 0.1 -0.1
H -5.008 -3.321 -1.867 0.0 -0.1 -0.1
H -6.259 -2.060 -1.974 -0.1 0.0 -0.1
H -4.636 -1.775 -2.668 0.0 -0.1 -0.1
H -1.155 2.461 -2.428 0.0 -0.2 0.0
H -0.813 0.749 -2.865 0.0 0.1 0.1
H 1.469 -0.043 -2.502 0.0 -0.1 0.0
H 4.041 1.974 0.238 0.1 0.0 0.0
H -0.275 3.575 1.857 0.1 0.1 -0.2
H -0.811 5.007 0.890 0.1 -0.2 0.0
H 2.141 3.365 2.188 0.0 0.1 -0.1
H 3.141 4.328 1.064 -0.1 -0.1 0.0
H 1.433 0.298 1.537 0.0 0.1 0.0
H 4.969 -0.595 1.487 0.0 0.0 0.1
H 3.485 0.149 2.132 0.0 0.0 0.0
H 3.976 -1.470 2.687 0.0 0.0 0.0
H 3.591 -2.995 -1.148 0.0 -0.1 0.1
H 4.187 -3.677 0.389 -0.1 0.0 -0.1
H 3.728 -4.761 -0.946 0.0 0.0 0.0
```
Positions in Å, forces in eV/Å.

Computed properties:
Max |F| (eV/Å): 1.201
Energy (a.u.): -2191.34856
Spin multiplicity: 1
HOMO level (eV): -8.10

[2]
A gas-phase ion, C24H28N3O (charge +1) at a distorted geometry, computed with ωB97M-V/def2-TZVPD.

```
56
Properties=species:S:1:pos:R:3:forces:R:3
C 4.981 0.147 -0.679 0.2 0.3 -0.2
N 3.602 -0.139 -0.341 -0.2 -0.2 0.1
C 2.541 0.642 -0.689 -0.4 -0.8 0.5
C 1.351 0.058 -0.251 0.9 0.3 -0.4
C -0.021 0.597 -0.583 0.9 -1.9 -1.4
C -1.080 -0.475 -0.501 -0.5 -1.1 -0.5
C -0.983 -1.609 -1.308 -0.8 1.0 0.6
N -2.145 -2.333 -1.251 0.1 0.7 0.3
C -2.317 -3.620 -1.887 0.2 -0.2 -0.1
C -3.043 -1.691 -0.399 1.1 -0.1 -0.1
C -4.338 -2.064 -0.082 -0.6 0.4 0.7
C -5.031 -1.281 0.858 0.5 -0.4 -0.6
C -4.386 -0.210 1.491 0.8 0.4 0.1
C -3.052 0.133 1.189 -0.8 0.0 0.1
C -2.380 -0.553 0.167 0.1 -0.6 -0.5
N -0.379 1.776 0.159 -0.8 2.0 1.2
C -1.710 2.390 -0.299 0.0 0.6 0.3
C -1.346 3.709 -0.977 -0.2 -0.1 -0.4
C -0.036 4.172 -0.350 0.2 0.2 0.4
C 0.671 2.901 0.113 0.1 -0.4 -0.7
C 1.391 2.995 1.441 0.2 0.0 1.1
O 1.242 1.749 2.135 0.4 0.4 0.1
C 1.715 -1.212 0.362 0.9 0.5 -0.2
C 1.049 -2.320 0.894 0.0 -0.9 0.3
C 1.762 -3.512 1.099 -0.4 0.5 0.1
C 3.146 -3.602 0.878 0.4 0.7 -0.2
C 3.859 -2.468 0.465 -0.2 -0.9 0.5
C 3.136 -1.308 0.248 -0.5 0.7 -0.7
H 5.615 -0.672 -0.337 -0.1 0.3 -0.1
H 5.099 0.268 -1.761 0.0 -0.2 0.1
H 5.312 1.082 -0.211 0.0 -0.3 0.1
H 2.746 1.554 -1.248 -0.1 -0.4 0.1
H 0.014 0.920 -1.637 0.0 0.1 0.2
H -0.157 -1.939 -1.932 -0.2 0.1 0.1
H -3.354 -3.943 -1.783 0.2 0.0 -0.1
H -2.049 -3.541 -2.947 -0.2 -0.1 0.2
H -1.656 -4.367 -1.424 -0.3 0.1 -0.1
H -4.780 -2.937 -0.551 -0.1 0.2 0.2
H -6.061 -1.527 1.115 0.3 0.1 -0.1
H -4.932 0.373 2.241 0.3 -0.3 -0.2
H -2.540 0.920 1.755 -0.4 -0.3 -0.1
H -0.415 1.501 1.154 -0.2 0.0 -0.2
H -2.316 2.561 0.603 0.3 -0.1 -0.4
H -2.260 1.724 -0.970 0.4 0.0 0.4
H -2.147 4.436 -0.816 0.1 -0.1 -0.2
H -1.241 3.547 -2.059 0.0 0.1 0.3
H -0.216 4.834 0.509 0.0 -0.1 -0.2
H 0.613 4.705 -1.058 -0.3 0.0 0.2
H 1.401 2.618 -0.645 -0.5 -0.1 0.1
H 0.946 3.792 2.057 0.1 -0.1 -0.2
H 2.455 3.231 1.282 -0.3 0.0 0.0
H 1.897 1.681 2.849 -0.4 0.0 -0.3
H -0.013 -2.264 1.143 0.3 -0.2 -0.2
H 1.231 -4.402 1.441 0.1 0.3 0.0
H 3.676 -4.543 1.035 -0.2 0.3 0.0
H 4.934 -2.484 0.291 -0.3 -0.2 0.1
```
Positions in Å, forces in eV/Å.

Computed properties:
Max |F| (eV/Å): 2.503
Energy (a.u.): -1170.61496
Spin multiplicity: 1
Net charge: +1
HOMO level (eV): -10.41

[3]
A molecular structure, C24H28N3O4S4SbTi at a distorted geometry, computed with ωB97M-V/def2-TZVPD.

```
65
Properties=species:S:1:pos:R:3:forces:R:3
Ti -0.508 -0.317 -2.636 -0.5 -0.1 -2.6
C 2.227 -2.144 4.514 0.2 -0.2 0.2
O 1.540 -1.478 3.482 -0.4 0.3 -0.3
C 0.461 -0.712 3.828 0.1 0.0 -0.1
C 0.047 -0.456 5.123 0.2 -0.1 0.0
C -1.089 0.306 5.351 -0.1 0.1 0.0
C -1.808 0.818 4.291 0.0 0.0 0.1
C -1.402 0.570 2.989 0.1 -0.1 0.0
C -0.268 -0.186 2.744 0.0 0.1 0.3
N 0.178 -0.550 1.471 0.2 -0.3 -0.3
C -0.225 -0.083 0.248 0.2 0.4 0.7
N -0.458 1.242 0.160 0.0 -0.1 0.5
C -0.806 2.064 -0.935 -0.1 0.1 -0.4
C -0.792 1.649 -2.264 -0.4 0.8 0.6
C -1.145 2.581 -3.246 0.0 0.2 -0.3
C -1.516 3.870 -2.908 0.1 -0.2 -0.1
C -1.530 4.275 -1.579 0.1 0.0 0.3
C -1.154 3.386 -0.588 0.0 -0.1 0.0
O -1.085 3.679 0.756 0.0 -0.4 -0.4
C -1.426 4.975 1.186 0.0 0.2 0.1
N -0.293 -0.886 -0.779 -0.1 -0.1 1.0
C -0.029 -2.267 -0.621 0.3 -0.7 0.5
C 1.084 -2.814 -1.259 0.0 0.2 0.2
C 1.392 -4.153 -1.110 0.1 0.0 0.1
C 0.596 -4.956 -0.311 0.0 0.0 -0.1
C -0.527 -4.435 0.304 -0.2 0.3 0.1
C -0.859 -3.096 0.152 -0.1 0.2 -0.1
O -1.976 -2.608 0.793 0.6 -0.3 0.1
C -2.990 -2.104 -0.068 -0.4 0.2 -0.3
H 2.968 -2.772 4.021 0.0 0.0 0.1
H 1.545 -2.769 5.096 0.1 0.0 0.0
H 2.732 -1.431 5.173 0.0 -0.1 0.0
H 0.593 -0.845 5.968 0.1 -0.1 0.0
H -1.410 0.490 6.364 0.0 0.0 0.1
H -2.703 1.394 4.465 -0.1 0.1 0.0
H -1.997 0.927 2.165 -0.1 0.1 -0.1
H 0.639 -1.455 1.468 -0.1 0.1 -0.3
H -0.363 1.768 1.021 0.1 -0.2 0.0
H -1.152 2.280 -4.295 0.0 0.0 0.3
H -1.821 4.569 -3.675 0.0 0.0 0.0
H -1.843 5.277 -1.329 0.0 0.1 0.1
H -0.753 5.729 0.765 0.0 -0.1 0.0
H -1.319 4.952 2.270 0.0 0.1 -0.1
H -2.458 5.228 0.922 0.0 0.0 0.0
H 1.702 -2.165 -1.874 -0.1 -0.1 0.1
H 2.249 -4.567 -1.614 0.1 0.0 -0.1
H 0.829 -6.002 -0.181 0.0 -0.1 0.0
H -1.172 -5.056 0.907 -0.1 0.0 0.0
H -3.936 -2.235 0.456 0.0 0.0 0.0
H -3.013 -2.664 -1.008 0.0 0.1 0.1
H -2.849 -1.037 -0.295 0.0 -0.3 0.1
S -1.107 -3.804 -3.485 -0.2 0.2 -0.4
Sb -1.684 -2.067 -4.858 -0.1 -0.3 0.2
S 0.374 -0.661 -4.708 0.0 -0.1 0.2
S -2.707 -0.538 -3.135 0.7 0.0 0.1
C 3.398 2.322 -2.249 -0.1 -0.7 0.0
S 3.117 0.508 -2.148 0.5 0.7 -1.0
C 3.575 0.093 -3.874 -0.1 0.1 0.5
O 1.636 0.366 -2.064 -0.3 -0.1 0.2
H 3.041 2.709 -3.197 -0.1 -0.1 -0.1
H 4.454 2.529 -2.118 0.2 0.0 0.0
H 2.829 2.764 -1.438 0.0 0.0 0.1
H 4.658 0.083 -3.945 0.2 0.1 0.0
H 3.134 0.802 -4.568 -0.1 0.1 0.0
H 3.173 -0.895 -4.092 0.0 0.0 0.2
```
Positions in Å, forces in eV/Å.

Computed properties:
Max |F| (eV/Å): 2.686
Energy (a.u.): -4079.11092
Spin multiplicity: 1
HOMO level (eV): -6.73

[4]
A molecular structure, C24H28N5O2SV at a distorted geometry, computed with ωB97M-V/def2-TZVPD.

```
61
Properties=species:S:1:pos:R:3:forces:R:3
V 0.022 -0.559 0.003 0.0 -0.1 0.8
N 1.699 -0.040 3.393 -0.1 0.1 0.1
C 1.490 -0.074 2.108 0.1 0.1 -0.5
S 2.120 -1.244 1.039 0.0 0.2 -0.1
N 0.537 0.816 1.577 0.3 0.0 -0.4
N 0.799 1.097 0.259 0.0 0.6 0.8
C 1.681 1.783 -0.412 0.0 -0.2 0.0
C 2.426 2.883 0.121 0.1 0.0 -0.1
C 3.685 3.228 -0.407 0.1 0.0 0.0
C 4.362 4.322 0.092 0.0 -0.1 0.0
C 3.790 5.088 1.101 0.0 0.1 0.0
C 2.556 4.742 1.651 0.0 0.0 0.0
C 1.882 3.638 1.178 0.0 0.1 0.0
C 1.779 1.173 -1.763 -0.1 -0.1 0.3
C 2.369 1.740 -2.865 0.0 0.0 -0.2
C 2.501 0.970 -4.022 0.0 0.1 0.0
C 2.030 -0.326 -4.022 0.0 -0.1 0.0
C 1.380 -0.807 -2.891 0.0 0.0 0.1
N 1.232 -0.077 -1.787 0.0 0.2 0.0
H 2.272 -0.742 3.844 0.0 0.0 0.0
H 1.311 0.704 3.959 0.0 0.0 0.0
H 4.161 2.606 -1.153 0.0 0.0 0.0
H 5.337 4.579 -0.299 0.0 0.0 0.0
H 4.312 5.961 1.470 0.0 0.0 0.0
H 2.128 5.343 2.441 0.0 0.0 0.0
H 0.911 3.385 1.584 0.0 0.0 0.0
H 2.711 2.764 -2.838 0.0 0.0 0.0
H 2.976 1.385 -4.902 0.0 0.0 0.0
H 2.140 -0.965 -4.889 0.0 0.0 0.0
H 0.979 -1.811 -2.872 0.0 0.0 0.0
O -1.893 0.541 0.191 0.1 -0.2 0.2
C -3.181 -0.031 0.610 -0.1 0.0 -0.2
C -3.361 -0.028 2.110 0.1 0.1 0.0
C -2.133 -0.592 2.824 -0.1 -0.1 0.1
C -1.758 -1.941 2.294 0.2 0.1 -0.1
C -2.407 -3.085 2.746 0.0 0.0 0.1
C -2.068 -4.328 2.251 0.0 0.0 0.0
C -1.045 -4.418 1.309 -0.1 0.0 0.2
C -0.443 -3.256 0.903 0.0 0.2 0.0
N -0.798 -2.026 1.349 -0.1 -0.2 -0.1
H -1.831 1.428 0.570 0.1 0.1 0.0
H -3.181 -1.044 0.210 0.0 0.0 0.0
H -3.977 0.529 0.121 0.1 0.1 -0.1
H -4.257 -0.611 2.334 0.0 0.0 0.0
H -3.547 0.985 2.473 -0.1 0.0 0.0
H -2.324 -0.667 3.894 -0.1 0.0 0.0
H -1.305 0.096 2.685 0.1 0.0 0.1
H -3.172 -2.983 3.506 0.0 0.0 0.0
H -2.573 -5.217 2.605 0.0 0.0 0.0
H -0.713 -5.369 0.917 0.0 0.0 0.0
H 0.378 -3.298 0.197 0.0 0.0 -0.1
C -2.146 -2.908 -2.673 -0.1 -0.1 -0.1
C -1.833 -1.525 -2.261 0.4 0.0 0.5
C -2.454 -0.367 -2.918 -0.1 0.0 -0.1
O -1.011 -1.362 -1.323 -0.8 -0.8 -1.4
H -3.044 -2.950 -3.286 0.0 0.0 0.0
H -2.235 -3.558 -1.802 0.0 0.0 0.0
H -1.309 -3.284 -3.274 0.0 0.0 0.0
H -2.492 -0.539 -3.996 0.0 0.0 0.0
H -1.964 0.571 -2.675 0.0 0.0 0.0
H -3.501 -0.324 -2.589 0.0 0.0 -0.1
```
Positions in Å, forces in eV/Å.

Computed properties:
<S²>: 0.8399
Max |F| (eV/Å): 1.762
Energy (a.u.): -2696.90110
Spin multiplicity: 2
Net charge: +3
HOMO level (alpha / beta) (eV): -17.46 / -17.57